A cluster of 2 separate species, C5H9F2N in total in a non-equilibrium geometry, computed with wB97M-V/def2-TZVPD.

```
17
Properties=species:S:1:pos:R:3
H -2.325 -0.243 -0.752
H -1.332 -1.539 0.095
H 1.724 -2.508 -0.154
C -1.259 -0.544 -0.480
C 0.810 -2.580 1.697
H -0.644 2.030 -1.700
F 1.308 -2.976 2.880
F 1.795 0.701 0.097
H 1.315 1.805 -2.178
H -0.560 -0.772 -1.221
H -0.252 0.191 1.327
N 1.817 -2.823 0.812
C 0.550 1.017 -0.368
H 2.853 -3.025 1.051
H -1.437 1.320 0.629
C 0.444 1.634 -1.492
C -0.617 0.548 0.393
```

largest force on an atom = 4.0 eV Å⁻¹
Kohn-Sham gap = 10.364 eV
total charge = 0
energy above the lowest of the compared OMol25 structures with the same formula, charge and spin = 61.2 kcal/mol
highest occupied orbital energy = -0.3493 hartree
total energy = -12252.7251 eV

Mulliken population analysis, charges in e, atoms 1 to 6:
1 H 0.30
2 H 0.27
3 H 0.26
4 C -1.00
5 C -0.09
6 H 0.19

***

A structure of composition H30O19S in a non-equilibrium geometry, computed with wB97M-V/def2-TZVPD.

```
50
Properties=species:S:1:pos:R:3
H -2.097 -1.627 0.926
O 3.092 -0.677 -1.651
H 1.042 1.645 -0.773
H 0.668 -2.762 -0.387
H -2.453 1.811 -1.604
S 0.004 -0.129 -0.008
H -2.222 0.398 -1.103
H -0.013 -3.847 -1.132
O 0.604 1.166 0.233
H -0.695 -0.698 2.668
O -0.194 -0.973 3.467
H 0.606 -0.783 -3.462
H -0.634 -1.783 3.603
H -3.321 -1.966 -2.802
H -2.853 -2.424 2.201
O -1.353 3.331 -2.111
O -2.679 -2.309 1.281
H -1.636 3.190 -3.066
H 0.989 3.728 1.436
O -0.567 3.097 1.306
H -0.257 2.401 0.767
O -2.400 -1.750 -2.979
H -2.237 0.340 1.906
O 0.997 -1.205 -0.057
O 1.865 3.970 1.157
H 0.394 -3.584 1.576
H 2.423 -0.962 -1.047
H 3.051 -1.233 -2.354
O -0.913 -0.411 1.059
O 2.983 1.847 0.278
H 2.020 1.728 0.110
O -2.880 0.933 -1.419
H 2.820 -1.448 2.449
H 2.436 3.172 0.940
H 3.272 1.443 -0.524
H 1.043 -3.060 2.635
H -2.405 1.938 2.037
O 1.108 2.031 -1.660
O -2.745 1.080 2.400
H -0.274 -0.118 -2.264
O 2.664 -2.075 1.757
H 0.947 1.237 -2.094
O -0.682 0.020 -1.237
H 2.293 -1.629 1.045
H -2.054 -1.000 -2.441
H -0.143 2.842 2.078
O 0.196 -3.669 -0.276
O 0.647 -3.886 2.436
O 0.009 -0.138 -3.244
H -0.467 2.796 -2.059
```

largest force on an atom = 5.3 eV Å⁻¹
Kohn-Sham gap = 9.652 eV
total charge = -2
energy above the lowest of the compared OMol25 structures with the same formula, charge and spin = 149.8 kcal/mol
highest occupied orbital energy = -0.1737 hartree
total energy = -50224.6049 eV

Mulliken population analysis, charges in e, atoms 1 to 6:
1 H 0.31
2 O -0.60
3 H 0.74
4 H 0.19
5 H 0.48
6 S -0.18

***

A structure of composition C7H14EuOPS in a non-equilibrium geometry, computed with wB97M-V/def2-TZVPD.

```
25
Properties=species:S:1:pos:R:3
S 0.384 1.423 1.515
C -0.655 -0.446 -3.074
H -0.629 -1.206 1.904
H -0.917 2.310 -1.109
H 1.686 1.557 -1.641
H -0.355 -0.239 3.483
H 0.899 -3.807 -0.823
O 0.455 2.482 0.442
H 1.450 1.473 3.583
H 1.139 -0.984 2.591
H -1.026 -1.370 -3.570
H -2.565 0.564 -2.368
H 1.057 3.045 2.748
H -0.261 2.129 3.573
P -0.326 -3.184 -0.324
C -1.467 0.556 -2.450
Eu -0.250 -0.416 -0.274
H -0.419 -3.386 1.122
C 0.727 -0.114 -2.846
C -0.589 1.530 -1.854
H 1.605 -0.700 -3.163
C 0.697 2.060 3.052
C 0.087 -0.613 2.540
H -1.498 -3.768 -0.972
C 0.770 1.106 -2.086
```

largest force on an atom = 3.0 eV Å⁻¹
2S+1 = 7
Kohn-Sham gap (spin up / spin down) = 6.066 / 5.163 eV
total charge = 0
energy above the lowest of the compared OMol25 structures with the same formula, charge and spin = 70.9 kcal/mol
<S²> = 12.16
highest occupied orbital energy (spin up / spin down) = -0.2388 / -0.2123 hartree
total energy = -48977.3551 eV

Mulliken population analysis, charges in e, atoms 1 to 6:
1 S 0.56
2 C -0.44
3 H 0.22
4 H 0.53
5 H 0.40
6 H 0.43

***

A cluster of 3 separate species, C2H8N4 in total, computed with wB97M-V/def2-TZVPD.

```
14
Properties=species:S:1:pos:R:3
H 0.969 -1.778 0.509
H 2.357 -0.054 -0.471
H -0.169 -0.059 -1.336
H -3.075 -0.180 -0.646
H 1.688 1.591 -0.536
N -2.122 -0.252 -0.295
C 1.733 0.675 0.047
C 0.345 0.143 0.274
N -1.857 0.865 0.339
N 0.266 -1.119 0.805
H -0.662 -1.509 0.884
H -1.062 -0.313 -1.173
N -0.598 1.091 0.582
H 2.187 0.899 1.016
```

largest force on an atom = 0.5 eV Å⁻¹
Kohn-Sham gap = 9.343 eV
total charge = 0
energy above the lowest of the compared OMol25 structures with the same formula, charge and spin = 94.0 kcal/mol
highest occupied orbital energy = -0.3190 hartree
total energy = -8160.1771 eV

Mulliken population analysis, charges in e, atoms 1 to 6:
1 H 0.19
2 H 0.37
3 H 0.01
4 H 0.25
5 H 0.29
6 N -0.37

***

A cluster of 3 separate species, C4H15NO2 in total in a non-equilibrium geometry, computed with wB97M-V/def2-TZVPD.

```
22
Properties=species:S:1:pos:R:3
O 0.167 -0.249 -3.159
N -2.399 1.358 0.217
H -0.758 -0.734 -0.177
H 0.568 0.151 2.621
O 6.187 -0.693 -2.335
H -0.112 -0.924 -2.537
H 0.077 1.404 1.480
H -3.389 -0.210 1.131
H -0.376 0.522 -2.975
C -0.956 -1.245 0.751
H 6.517 -1.256 -3.045
H -1.774 -1.960 0.669
H -1.486 1.789 0.246
C -0.285 0.755 2.274
H -0.097 -1.789 1.152
H -1.750 -0.627 2.795
C -2.627 0.521 1.405
H -3.082 2.074 0.033
H -0.538 1.270 3.201
H 6.447 -1.190 -1.550
C -1.371 -0.258 1.837
H -2.968 1.158 2.229
```

largest force on an atom = 2.6 eV Å⁻¹
Kohn-Sham gap = 10.071 eV
total charge = 0
energy above the lowest of the compared OMol25 structures with the same formula, charge and spin = 26.6 kcal/mol
highest occupied orbital energy = -0.3361 hartree
total energy = -9975.9327 eV

Mulliken population analysis, charges in e, atoms 1 to 6:
1 O -0.65
2 N -0.51
3 H 0.13
4 H 0.35
5 O -0.64
6 H 0.33

***

A cluster of 2 separate species, C5H10O in total, computed with wB97M-V/def2-TZVPD.

```
16
Properties=species:S:1:pos:R:3
H 0.395 -1.197 0.062
H -1.143 -2.909 1.142
H -0.259 -0.627 1.583
H -0.900 1.732 1.428
C -1.480 -2.037 0.540
C -1.093 0.346 -0.157
H 3.006 1.465 -1.247
C 2.352 0.698 -0.827
H -1.412 0.190 -1.185
H 1.377 1.136 -0.602
C -0.535 -0.856 0.545
C -1.207 1.548 0.400
H -1.607 2.395 -0.150
O -2.520 -2.075 -0.070
H 2.230 -0.112 -1.553
H 2.797 0.303 0.090
```

largest force on an atom = 0.5 eV Å⁻¹
Kohn-Sham gap = 10.705 eV
total charge = 0
energy above the lowest of the compared OMol25 structures with the same formula, charge and spin = 30.1 kcal/mol
highest occupied orbital energy = -0.3594 hartree
total energy = -7393.4603 eV

Mulliken population analysis, charges in e, atoms 1 to 6:
1 H 0.19
2 H 0.33
3 H 0.32
4 H 0.24
5 C -0.04
6 C -0.11